one | Density functional theory data (ωB97M-V/def2-TZVPD) for a 2-piece molecular cluster, C5H12N2 overall.

Its SMILES is [H]/N=C\N.C=C(C)C. For the orbital gap, the calculation gives 8.2 eV. Its highest occupied orbital energy is -0.3008 Eh.

The geometry in ORCA input format:
```
! RIJCOSX wB97M-V def2-TZVPD def2/J DEFGRID3
* xyz 0 1
H 2.009 -2.131 -0.114
N 1.004 -2.075 0.059
C 0.415 -1.226 -0.733
N 1.033 -0.654 -1.850
H -0.648 -1.523 -0.979
H 0.476 -0.067 -2.451
H 1.979 -0.901 -2.099
C -1.198 1.101 -0.645
C -0.440 0.483 0.342
C 0.715 1.280 0.929
C -1.230 -0.222 1.433
H -1.103 2.151 -0.888
H -1.781 0.581 -1.388
H 1.397 0.602 1.442
H 1.270 1.803 0.152
H 0.356 2.006 1.660
H -1.557 0.487 2.195
H -2.103 -0.728 1.026
H -0.594 -0.968 1.910
*
```

two | Density functional theory data (ωB97M-V/def2-TZVPD) for a 2-piece molecular cluster, C5H12N2 overall.

Its SMILES is [H]/N=C/C.C=C(C)N. For the orbital gap, the calculation gives 9.3 eV. Its highest occupied orbital energy is -0.3014 Eh.

The geometry in ORCA input format:
```
! RIJCOSX wB97M-V def2-TZVPD def2/J DEFGRID3
* xyz 0 1
H -0.869 0.892 -2.491
N -1.291 0.350 -1.740
C -0.818 -0.800 -1.575
C -1.364 -1.703 -0.527
H -0.002 -1.232 -2.171
H -2.198 -1.229 -0.019
H -1.694 -2.634 -0.984
H -0.579 -1.941 0.188
C 1.896 0.089 0.133
C 0.922 0.802 0.694
C 0.293 0.435 2.005
N 0.457 1.995 0.164
H 2.307 -0.780 0.614
H 2.340 0.378 -0.804
H -0.767 0.239 1.871
H 0.765 -0.443 2.432
H 0.391 1.265 2.705
H 0.743 2.158 -0.791
H -0.531 2.157 0.296
*
```

Order from most stable to least stable according to the calculation: two, one

one | Density functional theory data (ωB97M-V/def2-TZVPD) for one molecule with the formula C5H12N2.

For the orbital gap (alpha / beta), the calculation gives 7.6 / 7.6 eV. Its highest occupied orbital energy (alpha / beta) is -0.2788 / -0.2776 Eh.

The geometry in ORCA input format:
```
! RIJCOSX wB97M-V def2-TZVPD def2/J DEFGRID3
* xyz 0 1
C -1.788 0.581 -0.581
C -0.979 -0.449 0.208
N -1.430 -1.677 0.435
H -1.845 -1.776 1.358
H -0.630 0.147 1.168
H -2.710 0.809 -0.045
H -2.043 0.158 -1.553
H -1.242 1.514 -0.729
C 1.429 1.701 0.508
N 1.110 -1.910 -0.573
C 0.666 -0.551 -0.498
C 1.099 0.252 0.601
H 0.342 -2.514 -0.256
H 1.336 -2.195 -1.517
H 0.637 -0.037 -1.456
H 1.421 -0.282 1.490
H 2.517 1.809 0.400
H 1.140 2.252 1.405
H 0.971 2.167 -0.364
*
```

two | Density functional theory data (ωB97M-V/def2-TZVPD) for one molecule with the formula C5H12N2.

Its SMILES is CCCC/N=C/N. For the orbital gap, the calculation gives 9.2 eV. Its highest occupied orbital energy is -0.3097 Eh.

The geometry in ORCA input format:
```
! RIJCOSX wB97M-V def2-TZVPD def2/J DEFGRID3
* xyz 0 1
C -1.885 -1.942 0.473
C -0.673 -1.293 -0.226
C -0.923 0.089 -0.838
C 0.335 0.597 -1.547
N 1.403 0.794 -0.549
C 1.123 1.375 0.553
N 1.202 0.826 1.806
H -2.168 -1.407 1.389
H -1.514 -2.902 0.839
H -2.732 -1.895 -0.232
H -0.301 -2.047 -0.920
H 0.177 -1.241 0.459
H -1.856 -0.053 -1.417
H -1.264 0.721 0.001
H 0.508 -0.082 -2.395
H 0.179 1.624 -1.991
H 0.230 2.039 0.493
H 1.637 1.295 2.583
H 0.798 -0.052 2.083
*
```

three | Density functional theory data (ωB97M-V/def2-TZVPD) for a 2-piece molecular cluster, C5H12N2 overall.

For the orbital gap, the calculation gives 8.9 eV. Its highest occupied orbital energy is -0.3136 Eh.

The geometry in ORCA input format:
```
! RIJCOSX wB97M-V def2-TZVPD def2/J DEFGRID3
* xyz 0 1
C -0.032 -0.036 0.648
C -1.269 1.094 -1.302
C -1.084 -1.425 -0.933
C 2.335 0.176 0.738
C -1.225 -0.028 -0.199
N 0.306 -0.825 1.804
N 1.206 -0.663 0.669
H 0.529 1.901 1.155
H -2.326 0.869 -1.696
H -0.552 1.075 -2.136
H -1.191 2.130 -0.825
H -0.033 -1.427 -1.392
H -1.942 -1.463 -1.653
H -1.202 -2.295 -0.131
H 2.098 0.980 1.367
H 3.202 -0.332 1.204
H 2.765 0.285 -0.285
H -2.010 0.121 0.420
H 0.425 -0.139 2.547
*
```

Order from most stable to least stable according to the calculation: two, one, three

one | Density functional theory data (ωB97M-V/def2-TZVPD) for a 2-piece molecular cluster, C3H10N2O overall.

Its SMILES is C=CN.NCO. For the orbital gap, the calculation gives 9.6 eV. Its highest occupied orbital energy is -0.3250 Eh.

The geometry in ORCA input format:
```
! RIJCOSX wB97M-V def2-TZVPD def2/J DEFGRID3
* xyz 0 1
C 2.001 0.010 -1.116
C 1.904 0.685 -0.018
N 1.189 1.869 0.406
H 2.538 -0.841 -1.225
H 1.652 0.623 -2.015
H 2.177 0.112 0.911
H 0.682 1.734 1.335
H 0.489 2.170 -0.242
N -1.310 -1.737 -0.173
C -1.649 -0.348 -0.065
O -1.658 0.102 1.247
H -1.603 -2.257 0.656
H -0.333 -1.887 -0.131
H -2.663 -0.204 -0.503
H -0.963 0.275 -0.712
H -2.452 -0.306 1.643
*
```

two | Density functional theory data (ωB97M-V/def2-TZVPD) for one molecule with the formula C3H10N2O.

Its SMILES is NCCCON. For the orbital gap, the calculation gives 10.3 eV. Its highest occupied orbital energy is -0.3376 Eh.

The geometry in ORCA input format:
```
! RIJCOSX wB97M-V def2-TZVPD def2/J DEFGRID3
* xyz 0 1
N -1.273 -2.403 0.137
C 0.016 -1.606 0.329
C -0.070 -0.116 -0.098
C 1.089 0.834 0.322
O 0.860 1.960 -0.556
N -0.373 2.646 -0.370
H -1.275 -2.801 -0.774
H -1.436 -3.135 0.799
H 0.821 -2.136 -0.176
H 0.408 -1.566 1.374
H -0.864 0.422 0.345
H -0.270 0.027 -1.141
H 2.098 0.472 -0.119
H 1.092 1.108 1.363
H -0.075 3.584 -0.213
H -0.749 2.711 -1.220
*
```

Order from most stable to least stable according to the calculation: one, two

one | Density functional theory data (ωB97M-V/def2-TZVPD) for a 2-piece molecular cluster, C3H10N2O overall.

Its SMILES is C=NC.NCO. For the orbital gap, the calculation gives 10.8 eV. Its highest occupied orbital energy is -0.3600 Eh.

The geometry in ORCA input format:
```
! RIJCOSX wB97M-V def2-TZVPD def2/J DEFGRID3
* xyz 0 1
C 1.685 0.789 0.324
N 1.766 -0.356 0.840
C 2.196 -1.478 -0.044
H 2.001 1.147 -0.662
H 1.281 1.547 1.000
H 2.160 -1.177 -1.087
H 1.407 -2.209 0.157
H 3.097 -1.893 0.393
N -2.025 1.298 0.466
C -1.918 0.230 -0.566
O -1.882 -1.002 0.094
H -1.834 2.184 0.028
H -3.018 1.231 0.700
H -2.722 0.312 -1.294
H -0.975 0.341 -1.122
H -1.218 -0.966 0.773
*
```

two | Density functional theory data (ωB97M-V/def2-TZVPD) for a 2-piece molecular cluster, C3H10N2O overall.

Its SMILES is C=NC.NCO. For the orbital gap, the calculation gives 9.7 eV. Its highest occupied orbital energy is -0.3223 Eh.

The geometry in ORCA input format:
```
! RIJCOSX wB97M-V def2-TZVPD def2/J DEFGRID3
* xyz 0 1
C -1.424 -0.447 -1.501
N -1.312 -0.861 -0.312
C -2.159 -0.281 0.695
H -2.453 -0.010 -1.747
H -0.594 -0.142 -2.151
H -2.247 -1.099 1.431
H -3.214 -0.114 0.316
H -1.733 0.580 1.105
N 2.504 -0.310 0.705
C 1.790 0.779 0.046
O 0.397 0.794 0.271
H 2.372 -1.273 0.376
H 3.507 -0.058 0.555
H 2.346 1.739 0.339
H 1.959 0.606 -1.002
H 0.261 0.098 0.874
*
```

three | Density functional theory data (ωB97M-V/def2-TZVPD) for a 2-piece molecular cluster, C3H10N2O overall.

Its SMILES is [H]/N=C/N.CCO. For the orbital gap, the calculation gives 10.0 eV. Its highest occupied orbital energy is -0.3399 Eh.

The geometry in ORCA input format:
```
! RIJCOSX wB97M-V def2-TZVPD def2/J DEFGRID3
* xyz 0 1
H 0.368 -2.701 -2.102
N 1.288 -2.961 -1.760
C 1.690 -2.091 -0.931
N 2.673 -2.341 -0.012
H 1.542 -1.008 -1.036
H 2.928 -1.662 0.678
H 3.332 -3.060 -0.274
C -2.139 1.155 0.472
C -0.866 1.958 0.499
O -0.990 3.338 0.825
H -3.061 1.640 0.162
H -2.057 0.201 -0.063
H -2.355 0.677 1.442
H -0.322 1.912 -0.433
H -0.205 1.485 1.241
H -1.827 3.460 1.292
*
```

four | Density functional theory data (ωB97M-V/def2-TZVPD) for a 2-piece molecular cluster, C3H10N2O overall.

Its SMILES is [H]/N=C\N.CCO. For the orbital gap, the calculation gives 9.9 eV. Its highest occupied orbital energy is -0.3314 Eh.

The geometry in ORCA input format:
```
! RIJCOSX wB97M-V def2-TZVPD def2/J DEFGRID3
* xyz 0 1
H 2.343 0.885 1.460
N 2.233 -0.102 1.231
C 2.149 -0.407 -0.017
N 1.809 0.491 -0.992
H 2.330 -1.399 -0.466
H 1.032 1.071 -0.675
H 1.524 0.112 -1.984
C -1.649 0.981 -0.706
C -2.369 -0.062 0.124
O -1.454 -1.076 0.583
H -1.012 0.778 -1.544
H -1.168 1.602 0.069
H -2.478 1.615 -1.182
H -3.015 0.343 0.929
H -3.045 -0.611 -0.534
H -1.949 -1.587 1.184
*
```

Order from most stable to least stable according to the calculation: three, four, one, two

one | Density functional theory data (ωB97M-V/def2-TZVPD) for a 2-piece molecular cluster, C3H10N2O overall.

Its SMILES is C=CN.NCO. For the orbital gap, the calculation gives 9.5 eV. Its highest occupied orbital energy is -0.3191 Eh.

The geometry in ORCA input format:
```
! RIJCOSX wB97M-V def2-TZVPD def2/J DEFGRID3
* xyz 0 1
C 2.149 -0.069 0.858
C 1.935 0.551 -0.286
N 1.262 0.011 -1.410
H 2.697 0.329 1.691
H 1.760 -1.064 0.972
H 2.266 1.572 -0.468
H 1.373 0.617 -2.204
H 0.279 -0.149 -1.235
N -1.397 0.273 1.227
C -1.729 -0.696 0.237
O -1.884 -0.147 -1.086
H -1.875 1.150 1.072
H -0.407 0.482 1.244
H -2.661 -1.204 0.503
H -0.951 -1.455 0.202
H -2.817 -0.201 -1.314
*
```

two | Density functional theory data (ωB97M-V/def2-TZVPD) for a 2-piece molecular cluster, C3H10N2O overall.

Its SMILES is NC=O.CNC. For the orbital gap, the calculation gives 9.5 eV. Its highest occupied orbital energy is -0.3173 Eh.

The geometry in ORCA input format:
```
! RIJCOSX wB97M-V def2-TZVPD def2/J DEFGRID3
* xyz 0 1
N -2.337 1.112 1.439
C -1.711 2.225 0.995
O -1.806 2.711 -0.103
H -2.003 0.618 2.246
H -2.899 0.603 0.773
H -1.135 2.672 1.833
C 1.166 0.238 -1.004
N 0.561 -0.943 -0.318
C 1.308 -2.177 -0.641
H 0.760 0.113 -2.019
H 0.948 1.225 -0.592
H 2.240 -0.027 -1.164
H 0.528 -0.702 0.666
H 0.602 -3.016 -0.547
H 2.045 -2.576 0.081
H 1.733 -2.079 -1.645
*
```

three | Density functional theory data (ωB97M-V/def2-TZVPD) for a 2-piece molecular cluster, C3H10N2O overall.

Its SMILES is CC/N=C\N.O. For the orbital gap, the calculation gives 10.0 eV. Its highest occupied orbital energy is -0.3381 Eh.

The geometry in ORCA input format:
```
! RIJCOSX wB97M-V def2-TZVPD def2/J DEFGRID3
* xyz 0 1
C 1.110 -0.978 1.490
C -0.254 -0.364 1.060
N 0.124 0.945 0.146
C -0.889 1.434 -0.467
N -2.031 0.756 -0.769
H 1.485 -0.368 2.357
H 1.872 -0.960 0.664
H 0.843 -2.041 1.920
H -0.740 -0.133 1.912
H -0.774 -1.108 0.385
H -1.021 2.478 -0.864
H -2.492 -0.094 -0.350
H -2.590 1.061 -1.448
O 2.093 -0.197 -2.330
H 1.604 -0.930 -1.953
H 1.659 0.499 -1.752
*
```

Order from most stable to least stable according to the calculation: two, one, three